Entry from the Open Molecules 2025 dataset: a single C14H18N2O5 molecule at a distorted geometry (ωB97M-V/def2-TZVPD).

Each atom is followed by the atoms it is bonded to, with distances in Å.
Cartesian coordinates (Å):
1 N -1.179 -1.913 -1.326  C2 1.466, H22 1.023, H23 1.028
2 C -1.131 -0.776 -0.402  N1 1.466, C3 1.534, C8 1.551, H24 1.077
3 C -2.515 -0.607 0.236  C2 1.534, C4 1.532, H25 1.072, H26 1.185
4 C -3.628 -0.261 -0.758  C3 1.532, C5 1.546, H27 1.164, H28 1.086
5 C -5.084 -0.258 -0.238  C4 1.546, O6 1.191, O7 1.355
6 O -6.043 -0.571 -0.871  C5 1.191
7 O -5.166 0.138 1.054  C5 1.355, H29 0.977
8 C -0.140 -0.939 0.780  C2 1.551, O9 1.247, N10 1.397
9 O -0.098 -2.030 1.383  C8 1.247
10 N 0.575 0.157 1.270  C8 1.397, C11 1.497, H30 1.026
11 C 1.039 1.274 0.387  N10 1.497, C12 1.575, C19 1.548, H31 1.068
12 C 1.873 0.906 -0.897  C11 1.575, C13 1.474, H32 1.099, H33 1.112
13 C 3.091 0.173 -0.508  C12 1.474, C14 1.398, C18 1.358
14 C 4.250 0.942 -0.364  C13 1.398, C15 1.370, H34 1.085
15 C 5.431 0.356 0.009  C14 1.370, C16 1.385, H35 1.123
16 C 5.483 -1.021 0.141  C15 1.385, C17 1.376, H36 1.122
17 C 4.346 -1.785 0.014  C16 1.376, C18 1.418, H37 1.098
18 C 3.115 -1.173 -0.333  C13 1.358, C17 1.418, H38 1.216
19 C -0.131 2.230 0.047  C11 1.548, O20 1.179, O21 1.352
20 O -0.185 2.871 -0.941  C19 1.179
21 O -1.013 2.293 1.070  C19 1.352, H39 0.971
22 H -1.251 -2.713 -0.692  N1 1.023
23 H -0.246 -2.033 -1.741  N1 1.028
24 H -0.887 0.137 -0.919  C2 1.077
25 H -2.475 0.236 0.897  C3 1.072
26 H -2.712 -1.591 0.866  C3 1.185
27 H -3.477 0.846 -1.089  C4 1.164
28 H -3.633 -0.892 -1.642  C4 1.086
29 H -6.127 0.184 1.222  O7 0.977
30 H 1.306 -0.222 1.883  N10 1.026
31 H 1.738 1.853 0.949  C11 1.068
32 H 1.225 0.281 -1.528  C12 1.099
33 H 2.057 1.878 -1.405  C12 1.112
34 H 4.177 1.999 -0.598  C14 1.085
35 H 6.351 0.988 0.140  C15 1.123
36 H 6.464 -1.505 0.389  C16 1.122
37 H 4.369 -2.852 0.271  C17 1.098
38 H 2.147 -1.876 -0.550  C18 1.216
39 H -0.741 1.609 1.703  O21 0.971

Computed properties:
* total charge: 0
* orbital gap: 10.19 eV
* SMILES: N[C@@H](CCC(=O)O)C(=O)N[C@@H](Cc1ccccc1)C(=O)O
* max |F|: 3.396 eV/Å
* lowest unoccupied orbital energy: 0.49 eV